Record 1
A molecular structure, C36H94F6N9O13S2Ti. Source: OMol25; level of theory: wB97M-V/def2-TZVPD.

Last column: Mulliken charge in e.
Atoms and positions in Å:
Ti  -1.012  2.400  -0.106  0.22
C  2.303  1.224  -0.697  -0.01
F  3.591  1.040  -0.360  0.02
F  1.729  2.221  0.047  -0.12
F  2.189  1.518  -2.006  -0.21
S  1.214  -0.376  -0.343  0.97
O  1.874  -1.449  -1.097  -0.20
O  1.316  -0.568  1.145  -0.14
N  -0.346  0.212  -0.773  -0.17
S  -1.172  -1.064  -0.967  0.86
O  -0.805  -1.793  -2.161  -0.54
O  -1.136  -1.891  0.253  -0.66
C  -2.913  -0.304  -1.249  0.19
F  -2.994  0.189  -2.435  -0.33
F  -3.880  -1.256  -1.174  -0.16
F  -3.083  0.718  -0.426  0.20
C  7.198  1.661  3.280  -1.27
C  7.178  0.175  2.957  0.66
C  6.047  -0.283  1.973  -0.96
O  4.737  -0.260  2.602  -0.12
C  4.323  -1.517  3.071  -0.64
N  8.439  -0.061  2.473  -0.23
H  6.527  1.742  4.134  0.24
H  6.770  2.259  2.475  0.32
H  8.207  1.982  3.538  0.51
H  7.135  -0.420  3.869  0.37
H  6.209  -1.223  1.446  0.45
H  6.013  0.481  1.196  0.32
H  5.083  -1.981  3.700  0.36
H  4.082  -2.209  2.264  0.16
H  3.483  -1.358  3.747  0.11
H  8.508  0.425  1.590  0.31
H  9.148  0.186  3.148  0.34
C  3.948  -4.177  -0.466  -1.34
C  2.547  -4.873  -0.626  1.19
C  2.740  -6.432  -0.487  -0.86
O  1.397  -6.957  -0.744  -0.40
C  1.315  -7.362  -2.075  -0.67
N  1.735  -4.235  0.365  -0.74
H  4.371  -4.396  0.515  0.38
H  3.884  -3.092  -0.378  -0.10
H  4.684  -4.393  -1.240  0.48
H  2.175  -4.596  -1.612  0.03
H  3.162  -6.762  0.462  0.36
H  3.422  -6.786  -1.260  0.39
H  0.276  -7.519  -2.365  0.25
H  1.811  -8.313  -2.271  0.30
H  1.791  -6.611  -2.706  0.29
H  0.806  -4.532  0.104  0.30
H  1.786  -3.250  0.148  0.02
C  -3.972  2.719  1.789  -1.35
C  -2.744  3.096  2.669  0.30
C  -3.054  2.660  4.158  -0.61
O  -2.043  3.100  4.958  -0.28
C  -1.990  2.695  6.329  -0.75
N  -1.689  2.263  2.113  0.32
H  -4.936  3.156  2.051  0.58
H  -4.134  1.643  1.840  0.19
H  -3.732  2.937  0.749  0.28
H  -2.789  4.183  2.598  0.37
H  -2.988  1.573  4.199  -0.07
H  -3.911  3.127  4.644  0.61
H  -1.258  3.267  6.898  0.26
H  -1.812  1.634  6.506  0.20
H  -2.925  3.073  6.743  0.42
H  -0.976  2.461  2.800  0.04
H  -1.865  1.321  2.434  -0.20
C  5.614  -0.281  -3.019  -1.18
C  4.950  -1.123  -4.070  0.32
C  3.476  -1.546  -3.634  0.30
O  2.847  -2.248  -4.697  -0.49
C  1.501  -2.470  -4.497  -0.57
N  4.713  -0.429  -5.309  -0.84
H  6.597  0.061  -3.344  0.45
H  5.653  -0.771  -2.046  0.16
H  5.004  0.622  -2.981  0.15
H  5.500  -2.025  -4.336  0.39
H  2.967  -0.608  -3.411  0.20
H  3.532  -2.119  -2.709  -0.28
H  1.143  -3.455  -4.799  0.35
H  0.930  -1.733  -5.061  0.29
H  1.160  -2.514  -3.463  0.04
H  3.994  0.280  -5.280  0.27
H  4.182  -1.124  -5.814  0.43
C  -0.444  -1.313  3.998  -0.70
C  -1.833  -1.969  4.207  0.54
C  -2.441  -1.462  5.533  -0.62
O  -3.499  -2.206  6.018  -0.42
C  -4.220  -1.710  7.165  -0.74
N  -2.753  -1.624  3.122  -0.34
H  0.320  -1.693  4.676  0.56
H  -0.390  -0.231  4.117  -0.16
H  -0.097  -1.519  2.986  0.12
H  -1.662  -3.037  4.347  0.29
H  -2.882  -0.476  5.382  -0.02
H  -1.794  -1.274  6.390  0.44
H  -5.093  -2.326  7.386  0.27
H  -4.622  -0.699  7.099  0.25
H  -3.498  -1.801  7.976  0.32
H  -2.338  -2.046  2.303  0.09
H  -3.664  -2.016  3.315  0.27
C  -7.906  -2.751  -1.931  -1.20
C  -8.766  -1.899  -1.021  0.54
C  -8.270  -0.508  -0.955  -0.50
O  -7.018  -0.572  -0.360  -0.30
C  -6.275  0.663  -0.405  -0.42
N  -10.177  -2.022  -1.473  -0.79
H  -8.018  -2.628  -3.009  0.28
H  -8.106  -3.811  -1.769  0.44
H  -6.880  -2.677  -1.572  0.15
H  -8.675  -2.275  -0.002  0.27
H  -8.896  0.124  -0.326  0.39
H  -8.184  -0.167  -1.986  -0.01
H  -6.935  1.528  -0.350  0.48
H  -5.884  0.724  -1.420  -0.01
H  -5.531  0.675  0.392  0.05
H  -10.350  -3.018  -1.484  0.31
H  -10.241  -1.653  -2.411  0.26
C  4.581  6.462  -3.674  -1.46
C  5.599  6.850  -2.590  0.44
C  5.687  5.694  -1.459  -0.73
O  4.440  5.418  -0.705  -0.39
C  4.368  4.191  -0.060  -0.40
N  6.881  6.788  -3.287  -0.70
H  3.521  6.560  -3.440  0.30
H  4.862  5.479  -4.051  0.38
H  4.749  7.167  -4.488  0.42
H  5.321  7.856  -2.275  0.30
H  6.499  5.977  -0.790  0.31
H  5.940  4.823  -2.064  0.28
H  3.413  4.189  0.465  0.22
H  5.107  4.269  0.737  0.34
H  4.472  3.361  -0.758  0.12
H  6.590  6.832  -4.253  0.28
H  7.313  5.875  -3.270  0.29
C  -7.557  0.827  -5.547  -1.48
C  -6.298  0.965  -4.760  1.71
C  -5.345  -0.180  -5.134  -0.31
O  -5.938  -1.452  -4.671  -0.23
C  -4.983  -2.522  -4.647  -0.84
N  -5.653  2.224  -4.973  -0.76
H  -8.196  0.125  -5.011  0.32
H  -7.408  0.425  -6.549  0.32
H  -8.095  1.775  -5.567  0.44
H  -6.505  0.788  -3.705  -0.91
H  -4.514  -0.026  -4.446  -0.01
H  -5.111  -0.035  -6.189  0.36
H  -5.109  -3.450  -4.090  0.27
H  -4.038  -2.102  -4.304  0.27
H  -4.894  -2.617  -5.729  0.38
H  -6.142  3.024  -4.596  0.26
H  -5.754  2.511  -5.936  0.28
C  3.335  2.961  4.831  -1.44
C  2.618  1.669  4.444  0.95
O  1.336  1.967  3.926  -0.47
H  2.588  3.705  5.108  0.40
H  3.829  3.510  4.030  0.24
H  4.073  2.850  5.625  0.37
H  2.420  1.050  5.318  0.31
H  3.175  1.159  3.658  -0.54
H  1.089  1.169  3.453  0.07

charge = +1
<S²> = 6.01
orbital gap (spin up / spin down) = 5.000 / 1.619 eV
E_HOMO (spin up / spin down) = -0.3051 / -0.3716 Eh
2S+1 = 5
strongest force on any atom = 0.1103 Eh/bohr
LUMO level (spin up / spin down) = -3.301 / -8.493 eV

Record 2
A molecular structure, C36H94O13V. Source: OMol25; level of theory: wB97M-V/def2-TZVPD.

Last column: Mulliken charge in e.
Atoms and positions in Å:
O  -0.376  -1.125  -4.137  -0.71
V  -1.072  -0.586  -2.799  0.61
C  0.887  1.493  -0.681  -0.74
C  0.553  0.027  -0.302  3.53
C  -0.517  -0.199  0.738  0.33
O  0.176  -0.639  -1.415  0.90
H  0.021  2.155  -0.662  -0.75
H  1.240  1.476  -1.728  -0.05
H  1.636  1.865  0.005  0.63
H  1.526  -0.409  0.083  -2.19
H  -0.345  0.424  1.651  -0.13
H  -0.420  -1.211  1.054  -0.23
H  -1.484  0.110  0.417  -0.71
C  -3.546  -2.891  -3.496  -1.31
C  -3.862  -1.967  -2.342  0.17
C  -3.584  -2.657  -1.002  -0.85
O  -2.916  -0.821  -2.429  -0.46
H  -4.348  -3.609  -3.642  0.47
H  -2.515  -3.276  -3.415  0.22
H  -3.433  -2.274  -4.416  0.27
H  -4.816  -1.476  -2.353  0.38
H  -2.504  -2.796  -0.847  -0.11
H  -4.096  -3.549  -0.834  0.61
H  -3.972  -2.005  -0.205  0.24
C  3.416  -2.593  -1.146  -1.07
C  3.893  -1.824  -2.416  1.64
C  5.050  -2.463  -3.083  -1.62
O  2.798  -1.715  -3.370  -0.69
H  4.327  -2.933  -0.636  0.56
H  2.746  -3.463  -1.390  0.30
H  2.811  -1.961  -0.474  -0.24
H  4.183  -0.774  -2.102  -0.43
H  4.792  -3.472  -3.425  0.37
H  5.869  -2.450  -2.328  0.37
H  5.315  -1.931  -4.050  0.35
H  1.985  -1.649  -2.833  0.05
C  -3.107  2.537  -4.742  -1.32
C  -1.986  1.419  -4.794  1.02
C  -0.950  1.583  -5.838  -1.31
O  -1.485  1.305  -3.408  1.45
H  -2.775  3.436  -4.314  0.30
H  -3.972  2.262  -4.118  0.23
H  -3.374  2.938  -5.739  0.43
H  -2.537  0.441  -4.939  -0.19
H  -0.066  1.171  -5.423  0.23
H  -0.759  2.647  -6.035  0.38
H  -1.174  1.079  -6.806  0.28
H  -1.723  2.013  -2.778  -0.37
C  -3.360  2.616  0.671  -1.37
C  -4.017  1.692  -0.348  1.39
C  -5.473  1.982  -0.549  -1.95
O  -3.254  1.656  -1.552  -0.41
H  -3.524  3.699  0.408  0.28
H  -2.270  2.400  0.717  0.04
H  -3.784  2.477  1.657  0.57
H  -3.945  0.652  0.040  -0.21
H  -5.837  1.259  -1.232  0.43
H  -5.510  2.948  -1.033  0.40
H  -6.078  1.972  0.306  0.43
H  -3.351  0.685  -1.847  -0.09
C  1.219  -0.297  5.965  -1.57
C  0.208  -1.209  5.255  0.79
C  0.549  -1.704  3.868  -0.49
O  0.018  -2.237  6.188  -0.57
H  2.115  -0.831  6.331  0.43
H  0.794  0.158  6.873  0.33
H  1.611  0.424  5.288  0.33
H  -0.763  -0.706  5.105  0.17
H  1.491  -2.242  3.907  0.30
H  0.707  -0.850  3.154  -0.17
H  -0.318  -2.314  3.506  0.20
H  -0.530  -2.910  5.761  0.27
C  -0.480  -5.723  0.429  -1.72
C  -0.055  -4.272  0.608  1.30
C  1.291  -4.369  1.305  -1.06
O  -0.029  -3.662  -0.634  -0.50
H  0.294  -6.333  -0.057  0.39
H  -1.365  -5.735  -0.209  0.40
H  -0.663  -6.321  1.313  0.39
H  -0.843  -3.801  1.345  -0.02
H  1.799  -3.386  1.394  -0.21
H  1.909  -4.962  0.602  0.43
H  1.197  -4.790  2.314  0.43
H  -0.076  -2.720  -0.855  -0.19
C  4.410  -0.186  1.922  -1.06
C  4.069  1.294  1.599  1.81
C  5.073  2.289  2.227  -1.67
O  4.043  1.596  0.233  -0.52
H  5.376  -0.486  1.470  0.27
H  3.614  -0.807  1.533  -0.03
H  4.433  -0.338  3.017  0.41
H  3.069  1.459  2.023  -0.49
H  5.461  1.857  3.172  0.40
H  4.640  3.243  2.384  0.39
H  6.002  2.315  1.632  0.36
H  3.405  1.066  -0.331  0.04
C  -2.782  -6.769  5.280  -1.52
C  -2.694  -5.340  4.781  0.84
C  -4.109  -4.743  4.425  -1.23
O  -2.105  -4.392  5.710  -0.47
H  -1.755  -7.110  5.584  0.38
H  -3.088  -7.427  4.490  0.41
H  -3.445  -6.930  6.127  0.39
H  -2.074  -5.302  3.896  -0.13
H  -4.734  -4.676  5.313  0.32
H  -4.518  -5.330  3.624  0.40
H  -3.855  -3.705  4.157  0.30
H  -2.411  -4.765  6.593  0.29
C  0.328  3.190  2.728  -0.48
C  -0.562  3.881  3.739  0.28
C  -1.368  2.935  4.547  -1.05
O  0.287  4.626  4.579  -0.59
H  -0.216  2.860  1.820  -0.05
H  0.730  2.303  3.194  0.04
H  1.102  3.878  2.467  0.48
H  -1.180  4.639  3.302  0.31
H  -0.906  1.999  4.833  0.16
H  -2.191  2.609  3.887  0.10
H  -1.877  3.524  5.293  0.47
H  -0.169  5.065  5.306  0.32
C  3.263  2.970  -5.778  -1.28
C  3.814  1.843  -4.920  0.81
C  4.210  2.156  -3.482  -0.85
O  2.864  0.847  -4.978  -0.39
H  2.435  3.519  -5.298  0.13
H  2.854  2.567  -6.703  0.33
H  4.049  3.690  -5.997  0.42
H  4.829  1.502  -5.279  0.11
H  4.712  3.093  -3.309  0.49
H  4.909  1.405  -3.129  0.32
H  3.335  2.180  -2.813  -0.23
H  3.085  0.011  -4.544  0.22
C  -1.044  4.926  -0.646  -1.31
C  0.386  4.939  -1.150  1.59
C  0.374  4.948  -2.686  -0.98
O  0.972  6.127  -0.612  -0.64
H  -1.534  5.821  -1.016  0.59
H  -0.998  5.070  0.387  0.26
H  -1.647  4.097  -0.974  -0.05
H  0.930  4.091  -0.695  -0.59
H  0.068  3.978  -3.087  0.02
H  1.406  5.248  -3.040  0.31
H  -0.347  5.682  -3.033  0.37
H  1.892  6.059  -0.830  0.39

<S²> = 0.76
orbital gap (spin up / spin down) = 9.347 / 9.894 eV
E_HOMO (spin up / spin down) = -0.3388 / -0.3491 Eh
2S+1 = 2
strongest force on any atom = 0.0789 Eh/bohr
LUMO level (spin up / spin down) = 0.128 / 0.394 eV